Entry 1:
ORCA calculation (wB97M-V/def2-TZVPD) on a 9-piece molecular cluster, C52H128N9O7 overall in a non-equilibrium geometry.

The calculation puts the HOMO energy (spin up / spin down) at -12.7 / -19.5 eV. Its spin multiplicity is 2. Its LUMO energy (spin up / spin down) is -0.3846 / -0.3871 hartree. As for the total energy: -3074.87323 a.u. The frontier orbital gap (spin up / spin down) comes out at 2.19 / 8.93 eV. Its net charge is +6.

Positions of all 196 atoms, in Å:
C  -0.9032  -5.6670  2.0004
N  -0.8984  -5.3518  0.5388
C  -1.9918  -6.2658  -0.0673
C  -1.2667  -3.8769  0.3653
C  0.5248  -5.5569  -0.0892
C  0.6852  -5.5519  -1.6129
O  0.1514  -6.8064  -2.0672
H  -0.2134  -4.9406  2.4299
H  -0.7767  -6.7244  2.2328
H  -1.8845  -5.3526  2.3558
H  -2.9718  -5.9005  0.2398
H  -1.7695  -7.3064  0.1692
H  -2.0000  -6.0376  -1.1331
H  -2.2903  -3.7175  0.7043
H  -1.1774  -3.5467  -0.6696
H  -0.6488  -3.2472  1.0056
H  0.9477  -6.4192  0.4263
H  1.1880  -4.7344  0.1788
H  1.7574  -5.4706  -1.7911
H  0.2972  -4.7403  -2.2284
H  0.9678  -7.3101  -2.1061
C  -6.8490  -1.2726  -0.1601
N  -6.8695  -0.5851  -1.5238
C  -7.9095  -1.5823  -2.2995
C  -7.4703  0.8086  -1.4911
C  -5.4792  -0.5440  -2.2100
C  -4.2612  -0.3657  -1.2302
O  -3.1868  -0.0300  -2.1052
H  -7.8697  -1.2693  0.2224
H  -6.2464  -0.6165  0.4679
H  -6.3447  -2.2305  -0.2881
H  -7.4802  -2.5820  -2.3647
H  -7.8959  -1.2310  -3.3312
H  -8.9749  -1.5541  -2.0707
H  -8.4070  0.7440  -0.9373
H  -7.6163  1.0880  -2.5345
H  -6.9406  1.5640  -0.9107
H  -5.4885  0.1886  -3.0170
H  -5.3622  -1.5420  -2.6325
H  -3.9846  -1.3277  -0.7986
H  -4.3700  0.3678  -0.4313
H  -2.3655  -0.1589  -1.6252
C  -2.6126  -2.1550  -4.5751
N  -1.5073  -3.1708  -4.8838
C  -0.2474  -2.8090  -4.1503
C  -1.8390  -4.5687  -4.3004
C  -1.2218  -3.2187  -6.4119
C  -2.1930  -3.8627  -7.3691
O  -3.4417  -3.2435  -7.2458
H  -2.6404  -2.0235  -3.4934
H  -3.6281  -2.3769  -4.9028
H  -2.3845  -1.1706  -4.9839
H  -0.5431  -2.7674  -3.1020
H  0.1188  -1.8751  -4.5766
H  0.5605  -3.5237  -4.3068
H  -1.0933  -5.2401  -4.7261
H  -2.8420  -4.8104  -4.6521
H  -1.8372  -4.5367  -3.2108
H  -0.2223  -3.6468  -6.4879
H  -1.0140  -2.1596  -6.5640
H  -2.1886  -4.9435  -7.2280
H  -1.9224  -3.7625  -8.4202
H  -4.1344  -3.8049  -7.6017
C  3.2435  -0.0300  -6.0868
N  3.6546  1.3275  -5.5350
C  5.1220  1.5030  -5.8009
C  2.8751  2.4092  -6.2653
C  3.4116  1.4074  -4.0156
C  1.9454  1.0904  -3.5256
O  1.6877  -0.2358  -3.4387
H  3.5103  0.0824  -7.1376
H  2.1696  -0.1584  -5.9511
H  3.7049  -0.9003  -5.6201
H  5.5225  1.2308  -6.7774
H  5.6015  0.9037  -5.0269
H  5.3589  2.5649  -5.7359
H  3.0009  2.4682  -7.3464
H  3.0502  3.3833  -5.8085
H  1.8308  2.1395  -6.1084
H  3.6052  2.4546  -3.7831
H  4.1302  0.7297  -3.5548
H  1.1837  1.6337  -4.0847
H  1.8934  1.5096  -2.5207
H  1.0529  -0.3676  -2.7307
C  1.5349  -1.9736  2.6760
C  2.4801  -2.9986  3.2545
C  3.4644  -2.4636  4.3008
N  4.6543  -3.3758  4.6707
C  4.0120  -4.7206  5.0285
C  5.4093  -2.6255  5.9041
C  6.8244  -2.2337  5.4001
C  6.5931  -2.2475  3.9619
C  5.7053  -3.4858  3.5843
H  1.9184  -1.6298  1.7154
H  1.7490  -1.0185  3.1555
H  0.4589  -2.1474  2.6863
H  3.0563  -3.5624  2.5208
H  1.8699  -3.7750  3.7161
H  2.8703  -2.2205  5.1817
H  3.9593  -1.5433  3.9905
H  3.4925  -4.7283  5.9866
H  4.8477  -5.3900  5.2326
H  3.5660  -5.2071  4.1610
H  5.2700  -3.3049  6.7450
H  4.7423  -1.8082  6.1781
H  7.5416  -3.0365  5.5713
H  7.0473  -1.2661  5.8496
H  7.5240  -2.3713  3.4086
H  6.2675  -1.2941  3.5459
H  6.2298  -4.4218  3.7765
H  5.2994  -3.4378  2.5738
C  -1.1352  3.0107  -0.0297
C  -1.4627  4.5637  -0.1165
C  -1.9812  4.9450  -1.5394
N  -2.3928  6.4812  -1.5736
C  -1.1482  7.4133  -1.1952
C  -2.9640  6.8824  -2.9603
C  -3.8841  8.0769  -2.7015
C  -4.4004  7.9255  -1.3129
C  -3.5487  6.8639  -0.5689
H  -0.1468  2.7789  -0.4265
H  -1.8079  2.4235  -0.6548
H  -1.0126  2.6875  1.0040
H  -0.5728  5.1335  0.1509
H  -2.1451  4.8299  0.6906
H  -2.9236  4.4367  -1.7435
H  -1.2104  4.8339  -2.3019
H  -1.6680  8.3455  -1.4162
H  -0.2923  7.0706  -1.7766
H  -0.9813  7.3752  -0.1187
H  -2.1311  7.1301  -3.6184
H  -3.4463  6.1132  -3.5634
H  -3.3355  9.0095  -2.8330
H  -4.7124  8.1929  -3.4006
H  -4.5030  8.8402  -0.7292
H  -5.4428  7.6077  -1.2878
H  -3.1785  7.0906  0.4309
H  -4.1936  5.9913  -0.4653
C  -3.0366  0.4150  2.5495
C  -2.0782  1.0840  3.6240
C  -2.3668  0.7507  5.0903
N  -1.6361  1.6231  6.1475
C  -2.1423  3.0692  6.0777
C  -0.1012  1.6321  6.0123
C  0.5087  0.4235  6.7382
C  -0.6222  -0.0586  7.6423
C  -1.8118  0.9317  7.4821
H  -3.2099  -0.6577  2.6354
H  -2.4630  0.5585  1.6338
H  -3.9884  0.9433  2.4949
H  -2.1210  2.1651  3.4920
H  -1.0635  0.7727  3.3760
H  -1.9171  -0.2182  5.3074
H  -3.4302  0.7456  5.3296
H  -1.9769  3.4856  5.0840
H  -1.7057  3.7407  6.8170
H  -3.2070  3.1009  6.3090
H  0.2873  2.5252  6.5016
H  0.2704  1.6361  4.9876
H  1.3695  0.8086  7.2849
H  0.8299  -0.2915  5.9807
H  -0.2749  -0.2891  8.6495
H  -0.9540  -1.0107  7.2281
H  -1.6397  1.6719  8.2636
H  -2.8260  0.5759  7.6633
C  4.7448  -1.2920  0.0975
C  4.5337  -0.0503  0.8802
C  4.1234  1.1795  0.0163
N  3.8694  2.5761  0.7695
C  5.2109  3.1081  1.2870
C  2.8725  2.5448  1.9340
C  2.0293  3.7372  1.8570
C  2.5074  4.6427  0.7894
C  3.3560  3.6809  -0.1528
H  5.2979  -1.0594  -0.8125
H  3.8375  -1.7178  -0.3308
H  5.2210  -2.1366  0.5955
H  5.4384  0.1300  1.4608
H  3.9133  -0.3022  1.7403
H  3.1798  1.0080  -0.5017
H  4.8200  1.4174  -0.7876
H  5.5942  2.3826  2.0045
H  4.9867  4.0549  1.7783
H  5.8670  3.2246  0.4244
H  3.3260  2.5265  2.9249
H  2.3223  1.6053  1.8826
H  1.9446  4.1445  2.8645
H  0.9969  3.4650  1.6378
H  2.9386  5.5786  1.1448
H  1.6999  5.0431  0.1764
H  4.2351  4.0519  -0.6796
H  2.7731  3.0970  -0.8652
N  0.2239  -0.8332  -0.7277
O  -0.5213  -0.6946  -1.6700
O  0.0540  -0.1215  0.2941
O  1.0681  -1.7103  -0.7170

Results of the Mulliken charge analysis, in e, for atoms 1 through 99: -0.832 0.751 -0.829 0.887 0.078 -0.568 -0.487 0.117 0.384 0.449 0.406 0.358 0.213 0.331 -0.846 -1.054 0.591 -0.150 0.722 -0.395 0.385 -1.063 0.215 -0.874 -0.928 -0.976 0.542 -0.454 0.431 0.323 0.441 0.407 0.406 0.374 0.399 0.431 0.295 0.317 0.198 0.024 0.353 0.065 -1.218 0.842 -0.698 -1.486 -0.646 -0.766 -0.518 0.450 0.371 0.382 -0.298 0.513 0.480 0.441 0.358 0.657 0.403 0.425 0.380 0.426 0.343 -0.931 0.067 -0.765 -0.772 -1.021 0.766 -0.197 0.463 0.406 0.346 0.371 0.346 0.390 0.359 0.364 0.362 0.360 0.384 0.269 -0.423 -0.147 -0.565 -0.556 -1.585 0.440 -1.063 -0.523 -0.543 -0.189 -0.398 -0.487 0.109 0.569 0.534 0.366 0.608

Entry 2:
ORCA calculation (wB97M-V/def2-TZVPD) on one molecule with the formula C4H3ClF2O2 in a non-equilibrium geometry.

The calculation puts the HOMO energy at -10.7 eV. Its LUMO energy is 0.0174 hartree. As for the total energy: -964.53302 a.u. The SMILES is C[C@@]1(C(F)(F)Cl)OC1=O. The frontier orbital gap comes out at 11.17 eV. Its net charge is 0.

Positions of all 12 atoms, in Å:
C  -0.7310  0.7064  -0.4620
C  -1.7175  -0.3294  -0.4522
C  -2.9008  0.0376  0.2779
F  -3.9586  -0.5978  -0.1806
F  -2.8560  -0.3970  1.5656
Cl  -3.3061  1.8064  0.0568
O  -2.0676  -0.7968  -1.8564
C  -1.3892  -1.6125  -1.1039
O  -1.0445  -2.7087  -0.9393
H  -1.0364  1.5692  0.0213
H  -0.2634  0.2379  0.4980
H  -0.1363  0.8631  -1.3569

For reference, the Mulliken charges in units of e are: -1.306 0.569 0.792 -0.228 -0.219 -0.173 -0.431 0.393 -0.467 0.403 0.308 0.360

Entry 3:
ORCA calculation (wB97M-V/def2-TZVPD) on C34H44BF6LiN9O4S6 as an isolated structure in a non-equilibrium geometry.

The calculation puts the HOMO energy at -4.4 eV. Its LUMO energy is 0.0578 hartree. As for the total energy: -5136.67691 a.u. The frontier orbital gap comes out at 5.95 eV. Its net charge is -1.

Positions of all 105 atoms, in Å:
Li  -1.0803  -1.2826  0.4176
C  3.9199  -0.4751  -3.0571
C  3.4817  0.8825  -2.6388
C  3.9225  2.0633  -3.1997
C  3.4155  3.3081  -2.7528
N  2.5751  3.3975  -1.7534
N  2.1727  2.2787  -1.2116
B  1.0467  1.8741  -0.2429
N  1.3784  2.1251  1.2141
N  2.4036  2.9286  1.4688
C  2.8167  3.1074  2.6848
C  2.2986  2.3273  3.7541
C  1.2447  1.4999  3.5184
C  0.7052  0.5625  4.5379
C  0.6621  1.5028  2.2028
S  -0.8400  0.8637  1.8958
C  3.8731  4.1667  2.9077
C  5.1354  3.5409  3.5094
C  3.3188  5.2218  3.8767
C  4.2127  4.8300  1.5720
N  -0.2638  2.5130  -0.6394
N  -0.3564  3.7269  -0.0999
C  -1.4354  4.4305  -0.2148
C  -2.6030  3.8671  -0.7993
C  -2.5052  2.6637  -1.4283
C  -3.6522  1.9928  -2.0901
C  -1.2190  2.0188  -1.4838
S  -0.8928  0.8261  -2.5856
C  -1.3299  5.8812  0.2113
C  -2.4369  6.2611  1.1984
C  0.0381  6.1339  0.8484
C  -1.4442  6.7195  -1.0711
C  2.5119  1.0437  -1.6367
S  1.4692  0.0045  -0.7736
C  3.8087  4.6009  -3.4312
C  5.2784  4.9157  -3.1341
C  3.5973  4.4596  -4.9434
C  2.9292  5.7407  -2.9167
H  4.6225  -0.4280  -3.8852
H  3.0493  -1.0592  -3.3506
H  4.3848  -0.9996  -2.2223
H  4.6434  2.0395  -4.0008
H  2.7538  2.3566  4.7323
H  1.1666  0.7210  5.5101
H  0.9208  -0.4482  4.1911
H  -0.3753  0.6602  4.6106
H  4.9394  3.1226  4.4926
H  5.9023  4.3053  3.6102
H  5.5111  2.7494  2.8676
H  2.9887  4.7600  4.8037
H  2.4771  5.7436  3.4274
H  4.0919  5.9510  4.1147
H  4.5890  4.0869  0.8744
H  4.9655  5.6013  1.7249
H  3.3207  5.2759  1.1384
H  -3.5483  4.3871  -0.7547
H  -4.5899  2.4706  -1.8206
H  -3.6707  0.9386  -1.8044
H  -3.5282  2.0250  -3.1725
H  -2.4002  5.6188  2.0759
H  -3.4230  6.1753  0.7474
H  -2.3017  7.2941  1.5159
H  0.1565  5.5155  1.7319
H  0.1427  7.1820  1.1233
H  0.8204  5.8650  0.1473
H  -2.4367  6.6354  -1.5055
H  -0.7190  6.3717  -1.8032
H  -1.2499  7.7700  -0.8664
H  5.9190  4.0754  -3.3908
H  5.4115  5.1405  -2.0785
H  5.5821  5.7798  -3.7212
H  4.2689  3.7220  -5.3701
H  3.7845  5.4095  -5.4401
H  2.5750  4.1502  -5.1451
H  3.0447  5.8567  -1.8438
H  1.8846  5.5158  -3.1139
H  3.2024  6.6714  -3.4120
C  -5.6167  -5.5119  -0.9811
C  -5.3937  -4.3283  -0.0835
C  -6.0357  -4.2062  1.1491
C  -5.7662  -3.0421  1.8549
N  -4.9302  -2.1204  1.4327
C  -4.3244  -2.3373  0.2559
S  -3.3082  -1.1047  -0.3540
N  -4.5573  -3.4048  -0.5177
H  -6.6376  -5.8808  -0.9050
H  -4.9393  -6.3165  -0.6981
H  -5.4026  -5.2364  -2.0083
H  -6.7085  -4.9628  1.5214
H  -6.2575  -2.8327  2.8008
F  -0.5495  -4.1369  2.0905
C  0.7520  -3.8526  2.2605
F  1.4252  -4.9697  1.9916
F  0.8861  -3.5550  3.5465
S  1.1569  -2.4307  1.0894
O  0.0893  -2.5347  0.1402
O  1.1432  -1.2673  1.9157
N  2.5355  -2.7018  0.4001
S  3.7240  -2.6958  1.4392
O  3.2918  -3.1392  2.7295
O  4.9156  -3.2409  0.8770
C  4.2312  -0.8855  1.7459
F  3.6033  -0.2866  2.7515
F  4.1006  -0.1140  0.6614
F  5.5332  -0.8779  2.0592

Results of the Mulliken charge analysis, in e, for atoms 1 through 99: 0.563 -1.478 0.069 -0.290 0.011 -0.985 0.731 -0.676 0.765 -0.232 -0.099 -0.431 -0.201 -1.817 1.073 -0.292 2.418 -1.830 -1.684 -1.987 0.068 -0.009 0.187 -1.002 0.292 -1.464 0.702 -0.258 2.676 -1.935 -1.877 -1.736 0.655 0.042 2.202 -1.650 -1.789 -1.868 0.434 0.326 0.256 0.451 0.465 0.440 0.140 0.375 0.362 0.479 0.346 0.355 0.236 0.486 0.329 0.536 0.132 0.366 0.370 0.003 0.289 0.372 0.357 0.467 0.358 0.539 0.007 0.386 0.243 0.477 0.350 0.284 0.456 0.348 0.481 0.364 0.168 0.401 0.530 -1.175 0.926 -0.651 -0.159 -0.505 0.152 -0.486 -0.468 0.346 0.250 0.322 0.355 0.413 -0.208 0.397 -0.224 -0.180 1.071 -1.028 0.019 -0.324 0.901

Entry 4:
ORCA calculation (wB97M-V/def2-TZVPD) on a 2-piece molecular cluster, C4H12N2O2 overall in a non-equilibrium geometry.

The calculation puts the HOMO energy at -8.9 eV. Its LUMO energy is 0.0376 hartree. As for the total energy: -419.44765 a.u. The SMILES is [H]/N=C(/C)OC.CON. The frontier orbital gap comes out at 9.93 eV. Its net charge is 0.

Positions of all 20 atoms, in Å:
H  0.4982  0.5904  -1.7144
N  0.5939  -0.4063  -1.5298
C  0.8207  -0.7508  -0.3637
C  0.7678  -2.1231  0.2041
O  1.3007  0.2264  0.7922
C  1.8912  1.4581  0.4384
H  -0.1999  -2.5686  -0.0277
H  0.9112  -2.1070  1.2798
H  1.5712  -2.7062  -0.2454
H  2.8539  1.5269  0.9485
H  1.2503  2.2876  0.7503
H  2.0603  1.5933  -0.6335
C  -1.5046  0.0279  0.9444
O  -2.1082  -0.2563  -0.3060
N  -1.9997  0.9017  -1.1638
H  -0.2999  0.2988  1.0021
H  -1.8488  -0.7524  1.6243
H  -1.9007  0.9791  1.3279
H  -2.9696  1.2152  -1.2496
H  -1.6879  0.5655  -2.0780

For reference, the Mulliken charges in units of e are: 0.288 -0.685 0.822 -1.041 -0.488 -0.779 0.284 0.279 0.351 0.247 0.296 0.309 -0.610 -0.193 -0.582 0.417 0.223 0.363 0.247 0.252